(1)
Below is C6H18BrNSi2 as an isolated structure at a distorted geometry, with properties calculated with ωB97M-V/def2-TZVPD.

The relative energy (zero: lowest compared OMol25 entry of this formula, charge and spin) comes out at 78.0 kJ/mol. The charge is 0. Its total energy is -93800.0345 eV. For the HOMO-LUMO gap, the calculation gives 8.168 eV. The LUMO energy is 0.367 eV. Its HOMO energy is -7.8 eV.

Positions of all 28 atoms, in Å:
C -1.38 -1.43 1.68
C 0.22 -2.16 -0.17
C 0.36 1.59 2.01
C 1.89 1.06 0.06
C -0.83 -1.15 0.31
C 0.73 0.56 0.93
N -0.41 0.19 0.20
Si 0.20 0.28 -3.55
Si -1.00 1.16 -1.10
Br -3.13 0.87 -1.33
H -0.50 -1.27 2.42
H -2.16 -0.86 2.04
H -1.87 -2.51 1.68
H 1.13 -1.99 0.52
H 0.38 -2.07 -1.31
H -0.21 -3.18 -0.14
H 0.48 2.61 1.70
H -0.74 1.60 2.27
H 0.72 1.49 2.97
H 2.13 2.13 0.12
H 1.71 0.88 -1.08
H 2.81 0.41 0.40
H -1.79 -1.08 -0.26
H 1.09 -0.26 1.39
H 1.60 0.18 -3.02
H -0.36 -1.03 -3.91
H -0.12 1.53 -4.33
H -0.97 2.46 -0.51

Here are the Mulliken charges for atoms 1 to 8, given in e: C -1.301; C -0.908; C -1.539; C -0.634; C 0.019; C -0.044; N 0.649; Si 0.394

=====

(2)
Below is C6H18ClHfN3OP as an isolated structure at a distorted geometry, with properties calculated with ωB97M-V/def2-TZVPD.

The relative energy (zero: lowest compared OMol25 entry of this formula, charge and spin) comes out at 210.5 kJ/mol. The charge is +3. Its total energy is -36113.9653 eV. For the HOMO-LUMO gap, the calculation gives 3.531 eV. The LUMO energy is -14.918 eV. Its HOMO energy is -18.4 eV.

Positions of all 31 atoms, in Å:
Hf 2.68 1.08 6.92
Cl 1.93 1.09 4.39
O -0.73 0.70 -2.46
P -0.35 0.17 -1.17
N 1.34 -0.17 -1.17
C 2.02 -0.83 -0.07
C 2.11 0.63 -2.09
N -0.97 -1.37 -0.83
C -1.98 -1.88 -1.79
C -1.13 -1.79 0.52
N -0.67 1.07 0.21
C 0.31 1.88 0.95
C -2.06 1.20 0.60
H 1.50 -1.72 0.27
H 2.09 -0.10 0.75
H 3.03 -1.14 -0.34
H 1.66 0.39 -3.07
H 3.18 0.42 -2.06
H 1.99 1.72 -1.98
H -1.56 -1.91 -2.79
H -2.32 -2.84 -1.40
H -2.75 -1.10 -1.86
H -1.18 -2.87 0.66
H -0.37 -1.40 1.20
H -2.05 -1.43 1.02
H 1.22 2.04 0.37
H -0.18 2.83 1.18
H 0.56 1.47 1.93
H -2.38 2.25 0.50
H -2.15 0.94 1.66
H -2.76 0.69 -0.05

Here are the Mulliken charges for atoms 1 to 8, given in e: Hf 0.977; Cl 0.017; O -0.652; P 0.373; N 0.178; C -0.736; C -0.790; N 0.248

=====

(3)
Below is C6H18ClMnO6 as an isolated structure at a distorted geometry, with properties calculated with ωB97M-V/def2-TZVPD.

The relative energy (zero: lowest compared OMol25 entry of this formula, charge and spin) comes out at 185.4 kJ/mol. The charge is +1. As for the expectation value of S²: 8.76. As for the spin multiplicity: 6. Its total energy is -62630.2935 eV. For the HOMO-LUMO gap (alpha / beta), the calculation gives 3.690 / 3.731 eV. The LUMO energy (alpha / beta) is -8.563 / -8.522 eV. Its HOMO energy (alpha / beta) is -12.3 / -12.3 eV.

Positions of all 32 atoms, in Å:
Mn -2.31 -2.24 2.53
Cl -1.26 -0.64 1.06
C -2.35 2.95 -0.53
C -3.04 3.86 -1.55
O -4.38 3.47 -1.86
O -1.92 1.77 -1.20
H -2.95 2.67 0.35
H -1.54 3.57 -0.12
H -2.61 3.77 -2.54
H -2.92 4.92 -1.29
H -4.88 3.35 -1.04
H -1.56 1.17 -0.55
C -0.08 -3.61 -1.33
C 0.77 -4.61 -0.56
O 0.79 -4.44 0.85
O 0.39 -2.29 -1.25
H -1.10 -3.69 -0.92
H -0.19 -3.98 -2.35
H 1.80 -4.58 -0.94
H 0.44 -5.60 -0.89
H 1.66 -4.11 1.08
H -0.08 -1.83 -0.55
C 3.33 1.59 1.45
C 2.27 0.49 1.35
O 1.27 0.79 2.37
O 4.52 1.19 0.77
H 3.64 1.65 2.49
H 3.06 2.60 1.16
H 2.70 -0.46 1.65
H 1.73 0.59 0.41
H 0.46 0.33 2.13
H 4.38 1.35 -0.17

Here are the Mulliken charges for atoms 1 to 8, given in e: Mn 1.169; Cl -0.388; C -0.128; C -0.542; O -0.495; O -0.365; H 0.286; H 0.269

=====

(4)
Below is a 4-piece molecular cluster, C6H18ClO3 overall at a distorted geometry, with properties calculated with ωB97M-V/def2-TZVPD.

The charge is 0. As for the expectation value of S²: 0.75. As for the spin multiplicity: 2. Its total energy is -25175.5298 eV. For the HOMO-LUMO gap (alpha / beta), the calculation gives 10.825 / 4.785 eV. The LUMO energy (alpha / beta) is 0.538 / -5.367 eV. Its HOMO energy (alpha / beta) is -10.3 / -10.2 eV.

Positions of all 28 atoms, in Å:
Cl -1.23 -1.11 -1.20
C -2.46 -0.32 2.58
C -3.07 0.76 1.69
O -3.58 0.22 0.52
H -3.04 -1.25 2.61
H -2.24 0.04 3.58
H -1.47 -0.57 2.20
H -2.38 1.58 1.46
H -3.92 1.20 2.21
H -2.83 -0.23 0.11
C 0.76 3.54 -2.53
C 0.47 2.07 -2.28
O -0.68 1.91 -1.56
H 1.57 3.71 -3.24
H 0.91 4.14 -1.63
H -0.08 4.07 -2.98
H 1.30 1.59 -1.78
H 0.28 1.56 -3.23
H -0.79 0.97 -1.42
C 3.27 -2.92 1.25
C 1.96 -2.78 0.32
O 2.29 -1.82 -0.73
H 3.35 -2.00 1.83
H 4.14 -3.03 0.60
H 3.27 -3.68 2.03
H 1.14 -2.31 0.86
H 1.60 -3.72 -0.10
H 1.46 -1.63 -1.18

Here are the Mulliken charges for atoms 1 to 8, given in e: Cl -0.151; C -0.864; C -0.173; O -0.447; H 0.290; H 0.330; H 0.178; H 0.224

=====

(5)
Below is C6H18F2INaO8P2 as an isolated structure at a distorted geometry, with properties calculated with ωB97M-V/def2-TZVPD.

The relative energy (zero: lowest compared OMol25 entry of this formula, charge and spin) comes out at 179.1 kJ/mol. The charge is -2. Its total energy is -59429.5719 eV. For the HOMO-LUMO gap, the calculation gives 5.014 eV. The LUMO energy is 3.923 eV. Its HOMO energy is -1.1 eV.

Positions of all 38 atoms, in Å:
Na 2.84 0.44 -0.32
F 5.09 -0.25 0.14
F 2.66 -0.82 -2.39
I 3.32 3.11 0.91
C -3.82 0.32 -3.55
O -3.83 0.90 -2.34
P -2.71 1.92 -1.87
O -2.72 2.31 -0.44
O -1.32 1.30 -2.44
C -0.69 0.28 -1.63
O -2.99 3.23 -2.83
C -4.27 3.87 -2.79
H -4.78 0.46 -4.05
H -3.49 -0.72 -3.51
H -3.17 0.85 -4.26
H -1.41 -0.23 -0.98
H 0.07 0.86 -1.09
H -0.11 -0.50 -2.12
H -4.36 4.92 -2.51
H -4.90 3.33 -2.09
H -4.79 3.77 -3.75
C 3.30 -0.28 3.58
O 2.76 -1.56 3.37
P 1.69 -1.88 2.15
O 1.48 -0.74 1.23
O 2.31 -3.26 1.50
C 3.53 -3.32 0.80
O 0.34 -2.39 2.91
C -0.28 -1.61 3.77
H 2.68 0.52 3.20
H 4.26 -0.20 3.06
H 3.29 0.06 4.62
H 3.86 -2.39 0.33
H 3.42 -4.13 0.08
H 4.31 -3.75 1.43
H -1.25 -1.44 3.30
H 0.17 -0.64 4.01
H -0.51 -2.32 4.57

Here are the Mulliken charges for atoms 1 to 8, given in e: Na 0.742; F -0.924; F -0.944; I -0.819; C -0.781; O -0.282; P 1.046; O -0.687

=====

(6)
Below is C6H18F6MgN9O9S2 as an isolated structure at a distorted geometry, with properties calculated with ωB97M-V/def2-TZVPD.

The charge is +1. Its total energy is -81775.3449 eV. For the HOMO-LUMO gap, the calculation gives 10.222 eV. The LUMO energy is -2.548 eV. Its HOMO energy is -12.8 eV.

Positions of all 51 atoms, in Å:
Mg 0.02 -0.03 -0.63
C -0.29 -3.92 -1.79
F 0.03 -4.05 -3.07
F -1.44 -3.24 -1.73
F -0.40 -5.09 -1.23
S 1.13 -2.94 -0.96
O 1.90 -3.91 -0.23
O 1.84 -2.29 -2.03
N 0.24 -1.78 0.02
S -0.14 -2.50 1.41
O -1.14 -1.63 2.00
O -0.47 -3.90 1.39
C 1.32 -2.28 2.60
F 0.82 -2.19 3.82
F 2.21 -3.23 2.48
F 1.94 -1.10 2.37
C -0.63 3.01 -1.34
O -0.32 1.81 -1.38
N -0.94 3.69 -2.47
N -0.83 3.66 -0.18
H -1.04 3.33 -3.40
H -1.21 4.66 -2.41
H -1.18 4.60 -0.16
H -0.43 3.29 0.67
C 3.26 0.21 -1.05
O 2.03 0.28 -1.13
N 3.87 0.17 0.16
N 4.08 0.18 -2.13
H 3.41 0.41 1.01
H 4.85 -0.04 0.23
H 5.06 0.23 -1.92
H 3.70 0.30 -3.05
C 0.12 1.38 2.35
O 0.37 0.90 1.24
N 0.65 2.58 2.75
N -0.64 0.76 3.27
H 1.29 3.04 2.13
H 0.42 3.02 3.61
H -1.27 0.00 3.08
H -0.46 1.00 4.23
C -3.22 0.30 -0.10
O -2.04 0.02 -0.26
N -3.69 1.59 -0.04
N -4.18 -0.65 0.00
H -4.62 1.81 0.23
H -3.07 2.36 -0.22
H -3.89 -1.60 0.15
H -5.12 -0.38 0.21
O -0.34 -0.64 -2.58
H -0.56 0.12 -3.14
H -0.99 -1.32 -2.81

Here are the Mulliken charges for atoms 1 to 8, given in e: Mg 2.878; C 0.632; F -0.235; F -0.209; F -0.200; S 0.898; O -0.575; O -0.633

=====

(7)
Below is C6H18Fe2NO9 as an isolated structure at a distorted geometry, with properties calculated with ωB97M-V/def2-TZVPD.

The relative energy (zero: lowest compared OMol25 entry of this formula, charge and spin) comes out at 43.3 kJ/mol. The charge is +2. As for the expectation value of S²: 24.76. As for the spin multiplicity: 10. Its total energy is -95180.1957 eV. For the HOMO-LUMO gap (alpha / beta), the calculation gives 5.834 / 4.734 eV. The LUMO energy (alpha / beta) is -7.997 / -9.098 eV. Its HOMO energy (alpha / beta) is -13.8 / -13.8 eV.

Positions of all 36 atoms, in Å:
Fe 9.60 17.49 -15.87
Fe 8.70 23.68 -15.29
N 10.57 20.63 -15.58
O 11.83 20.60 -15.49
O 9.95 21.64 -15.61
O 9.98 19.55 -15.66
C 11.22 24.10 -13.79
C 11.35 25.06 -14.99
O 10.40 24.75 -16.04
O 9.92 23.56 -13.59
H 11.55 24.76 -12.99
H 11.88 23.24 -13.72
H 12.39 25.12 -15.32
H 11.28 26.04 -14.52
H 10.39 25.44 -16.70
H 9.82 23.18 -12.72
C 14.78 22.82 -15.77
C 16.04 23.15 -16.56
O 16.94 23.70 -15.66
O 13.91 22.22 -16.71
H 14.22 23.69 -15.43
H 14.96 22.14 -14.93
H 15.84 23.88 -17.35
H 16.59 22.30 -16.96
H 17.72 23.49 -16.18
H 13.19 21.94 -16.13
C 6.24 21.71 -15.54
C 5.75 20.44 -14.97
O 5.62 20.39 -13.55
O 7.25 22.25 -14.62
H 5.38 22.36 -15.66
H 6.53 21.76 -16.59
H 6.49 19.64 -15.09
H 4.92 20.03 -15.54
H 5.30 19.51 -13.33
H 7.19 21.66 -13.87

Here are the Mulliken charges for atoms 1 to 8, given in e: Fe 0.666; Fe 1.070; N 0.761; O -0.709; O -0.383; O -0.280; C -0.290; C -0.337

=====

(8)
Below is a 2-piece molecular cluster, C6H18N overall at a distorted geometry, with properties calculated with ωB97M-V/def2-TZVPD.

The relative energy (zero: lowest compared OMol25 entry of this formula, charge and spin) comes out at 91.8 kJ/mol. The charge is +1. Its total energy is -7996.6851 eV. For the HOMO-LUMO gap, the calculation gives 10.922 eV. The LUMO energy is -3.585 eV. Its HOMO energy is -14.5 eV.

Positions of all 25 atoms, in Å:
C 2.36 -0.99 -0.05
C 1.53 -1.90 0.77
N 1.66 -0.86 -1.46
H 2.25 -0.05 0.52
H 3.43 -1.21 -0.21
H 1.78 -2.96 0.66
H 0.44 -1.78 0.58
H 0.88 -0.19 -1.41
H 2.29 -0.51 -2.19
H 1.14 -1.67 -1.79
H 1.47 -1.69 1.84
C -1.12 0.88 0.30
C -1.91 0.94 1.60
C -1.92 -0.09 -0.62
C -0.76 2.19 -0.34
H -0.16 0.39 0.54
H -1.37 1.55 2.32
H -2.98 0.02 -0.43
H -1.75 0.13 -1.69
H -1.59 -1.09 -0.40
H 0.31 2.28 -0.62
H -1.24 2.43 -1.28
H -0.82 3.01 0.39
H -1.78 -0.04 2.12
H -2.96 1.25 1.64

Here are the Mulliken charges for atoms 1 to 8, given in e: C -0.157; C -0.999; N -0.278; H 0.243; H 0.390; H 0.339; H 0.184; H 0.133

=====

(9)
Below is C6H18N2O2 as an isolated structure at a distorted geometry, with properties calculated with ωB97M-V/def2-TZVPD.

The relative energy (zero: lowest compared OMol25 entry of this formula, charge and spin) comes out at 304.1 kJ/mol. The charge is 0. Its total energy is -13586.0035 eV. For the HOMO-LUMO gap, the calculation gives 7.685 eV. The LUMO energy is 0.304 eV. Its HOMO energy is -7.4 eV.

Positions of all 28 atoms, in Å:
C 1.32 -0.31 -1.05
C 0.78 1.85 -2.14
C 2.68 -0.09 -0.38
N 0.50 0.93 -1.05
O 0.64 -1.36 -0.43
H 0.04 -0.99 0.65
H 0.62 1.40 -0.16
H 1.48 -0.56 -2.11
H 0.15 2.74 -2.04
H 1.83 2.19 -2.19
H 0.54 1.38 -3.09
H 2.53 0.14 0.68
H 3.24 0.73 -0.84
H 3.28 -1.00 -0.45
C -2.09 -0.61 -0.12
C -0.57 -0.73 1.88
C -0.59 0.73 2.32
N -1.86 -1.72 -0.80
O -3.21 -0.35 0.54
H -3.71 -1.15 0.74
H -1.49 0.26 -0.39
H -0.76 -1.81 -0.92
H -2.39 -2.55 -0.57
H 0.26 -1.26 2.36
H -1.47 -1.25 2.23
H -1.40 1.29 1.85
H 0.35 1.23 2.06
H -0.71 0.85 3.40

Here are the Mulliken charges for atoms 1 to 8, given in e: C -0.146; C -1.010; C -1.208; N -0.031; O -0.874; H 0.024; H 0.126; H 0.431

=====

(10)
Below is a 3-piece molecular cluster, C6H18N2O2 overall at a distorted geometry, with properties calculated with ωB97M-V/def2-TZVPD.

The relative energy (zero: lowest compared OMol25 entry of this formula, charge and spin) comes out at 98.1 kJ/mol. The charge is 0. Its total energy is -13588.1386 eV. For the HOMO-LUMO gap, the calculation gives 9.263 eV. The LUMO energy is 0.587 eV. Its HOMO energy is -8.7 eV.

Positions of all 28 atoms, in Å:
N 1.75 0.30 2.44
C 2.22 -0.71 1.50
C 1.04 -1.20 0.60
N 0.18 -0.10 0.19
C -1.24 -0.34 0.64
C -2.07 0.47 -0.31
C -1.39 0.25 -1.65
C 0.07 0.32 -1.22
H 1.09 -0.07 3.12
H 1.21 0.95 1.88
H 3.11 -0.33 0.99
H 2.45 -1.61 2.07
H 1.36 -1.80 -0.26
H 0.50 -1.88 1.26
H -1.37 -1.42 0.46
H -1.43 -0.29 1.72
H -3.14 0.25 -0.17
H -2.16 1.53 -0.05
H -1.63 1.02 -2.38
H -1.71 -0.73 -2.02
H 0.74 -0.24 -1.87
H 0.45 1.35 -1.25
O 0.04 -2.10 -3.48
H -0.58 -1.38 -3.64
H -0.43 -2.69 -2.88
O -0.43 3.02 1.70
H -0.33 2.09 1.43
H -0.37 3.56 0.90

Here are the Mulliken charges for atoms 1 to 8, given in e: N -0.614; C -0.695; C -0.702; N 0.364; C -0.962; C -0.586; C -0.560; C -0.669

=====

(11)
Below is an isolated ion of composition C6H18N3Si2 and charge +1 at a distorted geometry, with properties calculated with ωB97M-V/def2-TZVPD.

The relative energy (zero: lowest compared OMol25 entry of this formula, charge and spin) comes out at 0.0 kJ/mol. The charge is +1. Its total energy is -26732.5532 eV. For the HOMO-LUMO gap, the calculation gives 10.447 eV. The LUMO energy is -3.774 eV. Its HOMO energy is -14.2 eV.

Positions of all 29 atoms, in Å:
C -1.90 -2.35 -0.43
Si -1.53 -0.42 -0.63
C -0.58 0.00 -2.22
C -2.96 0.75 -0.25
N -0.30 -0.10 0.65
N -0.63 -0.49 1.83
N -1.03 -0.63 2.86
Si 1.49 0.50 0.56
C 2.23 -0.79 -0.56
C 1.42 2.29 -0.03
C 2.18 0.32 2.33
H -2.75 -2.42 0.12
H -2.13 -2.64 -1.46
H -1.00 -2.70 0.01
H 0.08 -0.75 -2.51
H -1.19 -0.04 -2.99
H -0.07 0.84 -2.14
H -3.29 0.71 0.81
H -2.73 1.75 -0.24
H -3.68 0.75 -1.00
H 2.35 -0.51 -1.58
H 3.16 -1.31 -0.10
H 1.62 -1.71 -0.65
H 0.58 2.50 -0.55
H 1.46 3.03 0.85
H 2.20 2.48 -0.64
H 3.28 0.52 2.31
H 1.61 1.13 2.97
H 2.12 -0.72 2.69

Here are the Mulliken charges for atoms 1 to 8, given in e: C -1.164; Si 0.302; C -1.413; C -1.207; N 0.549; N 0.427; N -0.455; Si 0.166

=====

(12)
Below is a 2-piece molecular cluster, C6H18N4 overall at a distorted geometry, with properties calculated with ωB97M-V/def2-TZVPD.

The relative energy (zero: lowest compared OMol25 entry of this formula, charge and spin) comes out at 198.3 kJ/mol. The charge is +2. Its total energy is -12456.1894 eV. For the HOMO-LUMO gap, the calculation gives 10.428 eV. The LUMO energy is -6.280 eV. Its HOMO energy is -16.7 eV.

Positions of all 28 atoms, in Å:
C -2.86 -0.09 0.34
C 4.53 1.23 1.25
C 0.66 -1.89 -1.75
C -5.30 -0.02 0.42
C 3.41 0.25 1.01
C 1.30 -0.05 -0.28
N -2.70 0.85 -0.57
N 1.56 -0.89 -1.21
N -4.01 -0.56 0.80
N 2.40 0.81 0.08
H 5.29 0.80 1.86
H 5.11 1.42 0.35
H 4.20 2.15 1.63
H 0.82 -1.76 -2.87
H 0.73 -2.90 -1.54
H -0.32 -1.53 -1.58
H -5.92 -0.34 1.20
H -5.76 -0.41 -0.46
H -5.35 1.02 0.45
H 2.69 -0.20 1.81
H 3.78 -0.65 0.46
H -2.00 -0.60 0.77
H -1.86 1.29 -0.65
H -3.57 1.21 -1.05
H 2.51 -0.90 -1.62
H -4.02 -1.00 1.66
H 1.96 1.66 0.39
H 2.73 1.10 -0.89

Here are the Mulliken charges for atoms 1 to 8, given in e: C 0.233; C -1.243; C -0.774; C -1.126; C -0.180; C -0.476; N -0.318; N -0.077

=====

Q: Among the records above, which one has the highest charge?
A: C6H18ClHfN3OP

=====

Q: Number 9 is which compound?
A: C6H18N2O2

=====

Q: What is the formula in the first record?
A: C6H18BrNSi2